The following is a DFT calculation (ωB97M-V/def2-TZVPD) of a structure of composition C22H34BNiO3Si2.

- Kohn-Sham gap (eV) = 6.66
- relative energy (zero: lowest compared OMol25 entry of this formula, charge and spin) (kcal/mol) = 16.34
- DFT total energy (eV) = -86986.8977
- F_max (eV/Å) = 0.63
- HOMO level (eV) = -4.20
- net charge = -1
- LUMO energy (Ha) = 0.090

CARTESIAN COORDINATES (ANGSTROEM)
Ni  1.201  -1.714  -0.309
C  -0.452  -3.701  1.694
Si  0.915  -2.382  1.695
C  0.361  -0.960  2.822
C  2.403  -3.176  2.592
C  2.387  -3.758  3.862
C  3.545  -4.285  4.414
C  4.741  -4.226  3.702
C  4.767  -3.645  2.443
C  3.605  -3.119  1.874
Si  3.408  -2.293  0.166
C  4.514  -0.732  0.198
C  4.301  -3.452  -1.062
H  -0.663  -4.020  2.720
H  -0.135  -4.578  1.127
H  -1.378  -3.326  1.254
H  0.188  -1.312  3.845
H  -0.554  -0.492  2.454
H  1.136  -0.192  2.858
H  1.461  -3.808  4.428
H  3.522  -4.742  5.397
H  5.648  -4.634  4.135
H  5.705  -3.603  1.897
H  5.517  -0.987  0.558
H  4.100  0.028  0.863
H  4.618  -0.288  -0.795
H  5.330  -3.659  -0.756
H  4.332  -3.021  -2.066
H  3.771  -4.405  -1.125
C  2.255  2.192  -3.600
C  1.531  0.884  -3.347
O  2.461  -0.133  -2.983
H  1.554  2.966  -3.919
H  3.008  2.064  -4.378
H  2.757  2.531  -2.693
H  1.007  0.557  -4.250
H  0.779  1.007  -2.564
H  2.252  -0.414  -2.082
C  -4.710  4.646  -1.958
C  -4.524  3.885  -0.637
C  -3.778  4.800  0.335
C  -5.902  3.576  -0.036
C  -3.770  2.579  -0.898
C  -4.322  1.636  -1.768
C  -3.699  0.425  -2.058
C  -2.489  0.172  -1.448
O  -1.675  -0.908  -1.547
B  -0.535  -0.678  -0.709
O  -0.746  0.615  -0.120
C  -1.928  1.098  -0.582
C  -2.541  2.300  -0.292
H  -5.221  5.597  -1.782
H  -5.303  4.071  -2.669
H  -3.743  4.854  -2.420
H  -4.358  5.711  0.496
H  -2.801  5.089  -0.055
H  -3.632  4.320  1.304
H  -6.455  4.502  0.145
H  -5.796  3.048  0.913
H  -6.497  2.951  -0.702
H  -5.275  1.847  -2.240
H  -4.145  -0.293  -2.734
H  -2.060  2.986  0.391